(1)
Molecular formula: C2H7ClNO2P
Method: DFT, ωB97M-V/def2-TZVPD

Atoms and positions in Å:
C  0.3526  -1.5712  -0.7470
C  0.9770  1.6789  0.0523
N  -0.9648  -1.0170  -0.4096
O  -0.1373  0.1601  2.2693
O  -0.4015  1.4899  -0.0586
P  -1.1202  0.3071  0.6417
Cl  -3.0101  0.7236  0.6241
H  0.1088  -2.6726  -0.9719
H  0.6520  -1.1482  -1.7232
H  0.9690  -1.4207  0.1461
H  1.3802  2.7566  0.2354
H  1.4354  1.3894  -0.8884
H  1.3697  0.9962  0.7549
H  -1.6107  -1.6721  0.0750

Calculated values
relative energy (zero: lowest compared OMol25 entry of this formula, charge and spin)	290.1	kJ/mol
multiplicity	1
structure (SMILES)	CN[P@](=O)(Cl)OC
HOMO level	-9.1506	eV
M	143.51	g/mol
LUMO level	0.48	eV

(2)
Molecular formula: C2H7ClO3P
Method: DFT, ωB97M-V/def2-TZVPD

Atoms and positions in Å:
C  -0.0010  -2.2922  -0.4173
C  -0.8447  2.2680  -0.4524
O  0.0229  -0.2967  1.9822
O  -0.0769  -0.8640  -0.8406
O  0.4490  1.5504  -0.4292
P  0.8206  0.1312  -0.0710
Cl  2.8169  -0.1354  -0.0125
H  -0.7873  -2.2672  0.2653
H  1.0835  -2.6370  -0.1095
H  -0.4430  -2.8058  -1.2077
H  -1.3115  1.8277  0.3538
H  -1.5198  1.9874  -1.2673
H  -0.7610  3.4304  -0.3681
H  0.5524  0.1030  2.5745

Calculated values
net charge	+1
relative energy (zero: lowest compared OMol25 entry of this formula, charge and spin)	422.8	kJ/mol
multiplicity	1
HOMO level	-15.7097	eV
M	145.50	g/mol
LUMO level	-5.77	eV

(3)
Molecular formula: C2H7FO2Si
Method: DFT, ωB97M-V/def2-TZVPD

Atoms and positions in Å:
C  -0.3747  1.4921  -0.8657
C  -1.1261  -1.5203  0.2429
O  0.4702  0.4153  1.7762
O  2.0796  -0.9063  -0.4917
F  2.8993  0.2075  -0.2563
Si  -0.1006  0.0583  0.3220
H  -0.4467  1.1401  -1.8906
H  -1.2885  2.0365  -0.6331
H  0.4563  2.1923  -0.8164
H  -1.7187  -1.6505  1.1451
H  -1.7989  -1.5215  -0.6095
H  -0.4662  -2.3785  0.1481
H  1.4149  0.4349  1.9289

Calculated values
relative energy (zero: lowest compared OMol25 entry of this formula, charge and spin)	277.8	kJ/mol
multiplicity	1
HOMO level	-8.8925	eV
M	110.16	g/mol
LUMO level	0.31	eV

(4)
Molecular formula: C2H7IN2
Method: DFT, ωB97M-V/def2-TZVPD

Atoms and positions in Å:
C  -0.2577  0.9032  -0.0482
C  -1.2279  -0.4660  -0.0497
N  1.7575  -0.1887  0.5520
N  1.0907  0.5486  -0.3666
I  -3.4206  -0.1379  0.1988
H  -0.6484  1.5999  -0.7907
H  -0.4100  1.0579  1.0536
H  -1.2607  -1.0341  -0.9198
H  -0.8703  -1.0974  0.8423
H  1.6104  -1.2548  0.3345
H  2.7607  0.0634  0.4268
H  0.8762  0.0060  -1.2330

Calculated values
relative energy (zero: lowest compared OMol25 entry of this formula, charge and spin)	69.2	kJ/mol
multiplicity	1
structure (SMILES)	NNCCI
HOMO level	-9.0491	eV
M	186.00	g/mol
LUMO level	0.28	eV

(5)
Molecular formula: C2H7IN3
Method: DFT, ωB97M-V/def2-TZVPD

Atoms and positions in Å:
C  0.8357  -0.3592  -0.0624
C  -2.2539  1.2365  -0.0960
N  1.8753  -1.2438  -0.1604
N  0.7450  0.4968  0.9551
N  -0.0697  -0.4204  -0.9651
I  -3.7447  -0.1110  -0.0990
H  -1.6179  0.9953  -0.8903
H  -2.1206  1.9045  0.7873
H  2.6036  -1.1954  0.4904
H  2.2107  -1.7101  -1.0399
H  1.1654  0.1524  1.7669
H  0.0366  1.1780  1.0181
H  0.3345  -0.9235  -1.7045

Calculated values
net charge	+1
relative energy (zero: lowest compared OMol25 entry of this formula, charge and spin)	281.4	kJ/mol
multiplicity	1
HOMO level (spin up / spin down)	-12.7689 / -12.7688	eV
M	200.00	g/mol
LUMO level (spin up / spin down)	-7.29 / -7.29	eV

(6)
Molecular formula: C2H7IN3S
Method: DFT, ωB97M-V/def2-TZVPD

Atoms and positions in Å:
C  0.4627  -2.0876  0.2220
C  0.1850  0.7080  0.0836
N  -1.1175  0.6685  -0.4226
N  -1.8842  -0.4925  0.5768
N  0.8730  1.9869  -0.4410
S  1.0820  -0.6940  -0.7175
I  -3.6896  -0.7104  -0.0571
H  0.3896  -3.0221  -0.3453
H  -0.5740  -1.7964  0.3819
H  0.9815  -2.1429  1.0708
H  0.4257  0.7439  1.2234
H  0.4050  2.8345  0.0687
H  0.5813  2.1501  -1.4572
H  1.8794  1.8539  -0.1864

Calculated values
net charge	+1
relative energy (zero: lowest compared OMol25 entry of this formula, charge and spin)	109.0	kJ/mol
multiplicity	3
HOMO level (spin up / spin down)	-12.5797 / -13.1821	eV
M	232.07	g/mol
LUMO level (spin up / spin down)	-3.87 / -6.41	eV

Question: Which of these has the highest M?
Answer: C2H7IN3S

Question: relative energy (zero: lowest compared OMol25 entry of this formula, charge and spin) of number 2 (C2H7ClO3P)?
Answer: 422.8 kJ/mol